{
  "formula": "C10H16FeN3S4",
  "method": "ωB97M-V with the def2-TZVPD basis set",
  "elements": ["Fe", "C", "C", "S", "C", "C", "S", "C", "C", "S", "C", "C", "S", "H", "H", "H", "H", "H", "H", "H", "H", "H", "H", "H", "H", "H", "H", "H", "H", "N", "C", "N", "C", "N"],
  "positions_angstrom": [[-0.44, -0.04, -1.03], [2.40, -0.48, -1.76], [1.81, -1.91, -1.84], [-0.02, -2.00, -2.06], [-0.81, -3.09, -0.79], [-1.52, -2.36, 0.35], [-2.39, -0.86, -0.29], [-2.50, 0.29, 1.15], [-2.09, 1.76, 0.83], [-1.26, 1.98, -0.80], [0.29, 2.96, -0.63], [1.57, 2.23, -1.09], [1.21, 0.84, -2.25], [3.27, -0.39, -2.39], [2.67, -0.26, -0.73], [2.06, -2.46, -0.93], [2.22, -2.46, -2.69], [-0.05, -3.77, -0.40], [-1.51, -3.69, -1.38], [-0.82, -2.03, 1.11], [-2.26, -3.02, 0.81], [-1.86, -0.12, 1.93], [-3.53, 0.26, 1.51], [-1.43, 2.14, 1.60], [-2.97, 2.40, 0.79], [0.39, 3.26, 0.42], [0.11, 3.86, -1.22], [2.08, 1.78, -0.24], [2.24, 2.93, -1.59], [0.81, 1.66, 4.58], [0.69, 0.81, 3.82], [0.51, -0.20, 2.95], [0.56, -0.04, 1.73], [0.56, 0.03, 0.53]],
  "e_above_lowest_kcal_mol": 0.76,
  "spin_multiplicity": 2,
  "charge": 2,
  "s_squared": 1.220,
  "e_lumo_ev": [-9.578, -8.854],
  "orbital_gap_ev": [6.46, 7.22]
}